1.
Below is a structure of composition C9H19N3O11V2, with properties calculated with ωB97M-V/def2-TZVPD.

Atoms and positions in Å:
O1 -0.197 -4.495 3.875
V1 -0.801 -4.900 2.424
O2 -2.383 -4.848 2.485
O3 3.831 -2.331 -5.713
V2 4.321 -3.699 -6.412
O4 5.728 -3.564 -7.061
N1 -0.995 -6.162 -3.782
O5 -0.958 -7.392 -3.614
O6 -1.406 -5.483 -2.825
O7 -0.546 -5.537 -4.720
N2 3.211 -9.697 -7.210
O8 2.160 -10.312 -7.376
O9 3.397 -8.520 -7.498
O10 3.974 -10.263 -6.434
C1 -2.614 1.438 0.518
C2 -1.519 2.532 0.964
C3 -2.361 3.552 1.809
C4 -1.532 4.577 2.505
C5 -0.476 3.916 3.350
C6 0.367 2.827 2.637
N3 -0.491 1.874 1.920
O11 -0.031 0.695 1.477
C7 1.385 3.542 1.748
C8 1.101 2.113 3.803
C9 -1.001 3.151 -0.333
H1 -2.444 0.744 -0.305
H2 -3.488 2.016 0.217
H3 -2.820 0.770 1.354
H4 -3.141 4.027 1.213
H5 -2.931 2.996 2.553
H6 -2.152 5.281 3.060
H7 -1.086 5.216 1.743
H8 -0.967 3.402 4.176
H9 0.192 4.656 3.793
H10 2.110 4.094 2.346
H11 1.912 2.867 1.074
H12 0.831 4.315 1.215
H13 1.704 2.812 4.382
H14 0.321 1.551 4.317
H15 1.697 1.269 3.456
H16 -0.213 2.480 -0.674
H17 -0.507 4.119 -0.245
H18 -1.777 3.260 -1.090
H19 0.594 1.110 0.878

Molecular weight: 447.1 g mol⁻¹
E_LUMO: -5.467 eV
E_HOMO: -7.221 eV
Frontier orbital gap: 1.75 eV
2S+1: 1
DFT total energy: -3233.45065 Ha

2.
Below is a cluster of 13 separate species, C78H195N13 in total, with properties calculated with ωB97M-V/def2-TZVPD.

Atoms and positions in Å:
C1 -0.906 -2.062 -8.233
C2 -2.105 -1.568 -7.519
N1 -1.807 -0.661 -6.365
C3 -3.044 -0.046 -5.822
C4 -2.812 1.057 -4.822
C5 -1.036 -1.391 -5.389
C6 -1.708 -2.599 -4.629
H1 -0.290 -1.225 -8.498
H2 -1.250 -2.698 -9.116
H3 -0.245 -2.695 -7.660
H4 -2.712 -0.957 -8.184
H5 -2.651 -2.483 -7.273
H6 -3.622 0.345 -6.666
H7 -3.616 -0.828 -5.273
H8 -2.180 1.856 -5.164
H9 -3.752 1.417 -4.353
H10 -2.191 0.616 -4.064
H11 -0.817 -0.685 -4.619
H12 -0.137 -1.638 -5.911
H13 -2.587 -2.251 -4.096
H14 -0.977 -3.000 -3.901
H15 -2.007 -3.349 -5.325
C7 1.673 6.959 -1.015
C8 3.035 6.577 -1.540
N2 3.134 5.183 -2.020
C9 2.713 4.170 -1.075
C10 3.476 4.100 0.288
C11 4.392 4.919 -2.678
C12 4.314 3.595 -3.479
H16 0.977 6.785 -1.830
H17 1.610 8.003 -0.717
H18 1.416 6.379 -0.160
H19 3.369 7.184 -2.379
H20 3.752 6.731 -0.724
H21 1.637 4.273 -0.798
H22 2.730 3.232 -1.635
H23 3.054 3.477 1.069
H24 4.506 3.752 0.150
H25 3.583 5.120 0.711
H26 5.233 4.863 -1.949
H27 4.673 5.746 -3.323
H28 4.288 2.758 -2.789
H29 5.250 3.482 -4.025
H30 3.451 3.653 -4.107
C13 -4.027 -0.735 1.970
C14 -4.572 0.324 2.979
N3 -5.080 -0.303 4.227
C15 -3.944 -0.433 5.157
C16 -4.396 -1.133 6.456
C17 -6.190 0.551 4.769
C18 -5.831 2.014 5.082
H31 -3.754 -0.259 1.044
H32 -4.759 -1.538 1.852
H33 -3.109 -1.200 2.350
H34 -3.819 1.053 3.233
H35 -5.350 0.925 2.546
H36 -3.202 -1.084 4.683
H37 -3.538 0.549 5.431
H38 -4.985 -2.025 6.176
H39 -3.532 -1.397 7.083
H40 -4.914 -0.447 7.098
H41 -6.511 0.021 5.642
H42 -6.981 0.543 4.043
H43 -6.747 2.662 5.080
H44 -5.218 2.456 4.327
H45 -5.363 2.346 6.003
C19 0.372 2.782 -3.981
C20 0.434 4.314 -4.154
N4 -0.890 4.894 -4.483
C21 -1.117 4.802 -5.955
C22 -2.637 4.780 -6.269
C23 -1.009 6.276 -4.039
C24 0.061 7.288 -4.524
H46 1.270 2.351 -3.573
H47 0.171 2.387 -5.003
H48 -0.496 2.641 -3.331
H49 0.813 4.751 -3.232
H50 1.160 4.588 -4.942
H51 -0.682 3.841 -6.296
H52 -0.565 5.498 -6.596
H53 -3.142 4.233 -5.468
H54 -2.915 4.369 -7.248
H55 -3.031 5.798 -6.258
H56 -2.040 6.602 -4.283
H57 -1.054 6.398 -2.940
H58 0.962 7.162 -3.908
H59 0.450 7.157 -5.527
H60 -0.324 8.318 -4.477
C25 -4.107 4.599 -2.520
C26 -3.222 3.573 -1.906
N5 -3.307 3.702 -0.402
C27 -4.601 3.119 0.088
C28 -4.971 1.750 -0.462
C29 -2.163 2.985 0.201
C30 -0.866 3.802 0.154
H61 -3.770 5.577 -2.196
H62 -5.145 4.552 -2.152
H63 -4.177 4.561 -3.620
H64 -3.349 2.459 -2.203
H65 -2.211 3.773 -2.186
H66 -4.511 3.090 1.182
H67 -5.379 3.880 -0.099
H68 -5.300 1.818 -1.505
H69 -4.148 1.076 -0.449
H70 -5.701 1.297 0.181
H71 -1.968 1.972 -0.229
H72 -2.396 2.811 1.240
H73 0.077 3.377 0.579
H74 -0.998 4.728 0.678
H75 -0.597 4.044 -0.899
C31 -2.503 -1.372 -1.341
C32 -1.042 -1.028 -1.528
N6 -0.495 -0.082 -0.504
C33 0.695 0.720 -0.969
C34 1.775 -0.075 -1.629
C35 -0.041 -0.889 0.668
C36 -0.002 -0.079 1.945
H76 -2.792 -2.143 -2.016
H77 -3.073 -0.435 -1.440
H78 -2.663 -1.737 -0.309
H79 -0.358 -1.927 -1.490
H80 -0.844 -0.700 -2.553
H81 0.356 1.484 -1.645
H82 1.143 1.236 -0.066
H83 2.346 -0.722 -1.012
H84 1.357 -0.612 -2.486
H85 2.515 0.646 -2.102
H86 0.881 -1.459 0.444
H87 -0.805 -1.674 0.843
H88 -1.048 0.037 2.246
H89 0.490 0.888 1.780
H90 0.582 -0.587 2.698
C37 -1.295 -3.313 4.625
C38 -0.878 -4.754 4.398
N7 0.549 -4.803 4.003
C39 0.807 -4.031 2.784
C40 2.251 -3.961 2.434
C41 0.948 -6.225 3.823
C42 1.253 -6.955 5.132
H91 -1.395 -2.715 3.714
H92 -0.527 -2.824 5.261
H93 -2.217 -3.187 5.239
H94 -0.937 -5.242 5.389
H95 -1.483 -5.306 3.672
H96 0.242 -4.389 1.870
H97 0.522 -3.022 3.004
H98 2.413 -3.243 1.630
H99 2.861 -3.648 3.300
H100 2.741 -4.894 2.103
H101 1.869 -6.176 3.275
H102 0.177 -6.778 3.256
H103 1.751 -7.892 4.956
H104 0.377 -7.186 5.750
H105 1.895 -6.246 5.685
C43 3.284 0.540 3.032
C44 3.349 1.067 4.418
N8 4.165 0.138 5.206
C45 4.607 0.672 6.493
C46 5.829 1.542 6.342
C47 3.835 -1.239 5.161
C48 2.624 -1.716 5.948
H106 2.701 -0.393 2.949
H107 4.318 0.393 2.691
H108 2.694 1.154 2.390
H109 3.834 2.073 4.423
H110 2.368 1.203 4.836
H111 4.813 -0.145 7.194
H112 3.855 1.287 6.988
H113 6.624 0.918 5.925
H114 6.102 1.946 7.322
H115 5.669 2.458 5.759
H116 3.677 -1.591 4.136
H117 4.708 -1.734 5.566
H118 2.728 -1.689 7.040
H119 1.753 -1.132 5.712
H120 2.364 -2.717 5.683
C49 -0.867 1.739 5.336
C50 -1.651 2.803 6.038
N9 -1.293 2.986 7.454
C51 -1.802 1.870 8.285
C52 -1.352 1.825 9.715
C53 -1.887 4.268 7.871
C54 -1.096 5.504 7.470
H121 0.186 1.873 5.512
H122 -1.076 1.749 4.257
H123 -1.082 0.686 5.583
H124 -1.539 3.798 5.566
H125 -2.742 2.577 5.996
H126 -2.882 1.859 8.350
H127 -1.488 0.904 7.820
H128 -0.284 2.082 9.788
H129 -1.864 2.498 10.365
H130 -1.508 0.781 10.083
H131 -1.962 4.262 8.949
H132 -2.914 4.377 7.553
H133 -1.017 5.487 6.398
H134 -0.091 5.424 7.889
H135 -1.557 6.428 7.813
C55 7.763 2.030 -2.345
C56 7.464 0.852 -3.293
N10 7.010 -0.367 -2.623
C57 5.932 -0.259 -1.608
C58 5.132 -1.559 -1.427
C59 8.184 -1.127 -2.092
C60 8.588 -2.236 -3.064
H136 8.544 1.758 -1.594
H137 6.898 2.325 -1.760
H138 8.055 2.934 -2.891
H139 6.645 1.254 -3.909
H140 8.311 0.620 -3.956
H141 6.301 0.079 -0.649
H142 5.157 0.462 -1.937
H143 5.750 -2.433 -1.096
H144 4.353 -1.321 -0.706
H145 4.662 -1.865 -2.366
H146 7.882 -1.474 -1.090
H147 8.953 -0.417 -1.825
H148 8.850 -1.819 -4.008
H149 7.752 -2.918 -3.182
H150 9.412 -2.898 -2.740
C61 -8.431 -5.267 2.318
C62 -7.324 -4.366 2.711
N11 -6.138 -5.064 3.343
C63 -4.925 -4.244 3.148
C64 -4.169 -4.597 1.862
C65 -6.445 -5.123 4.794
C66 -5.487 -6.084 5.535
H151 -9.013 -5.637 3.163
H152 -8.083 -6.135 1.714
H153 -9.093 -4.746 1.676
H154 -6.929 -3.774 1.889
H155 -7.679 -3.613 3.411
H156 -5.304 -3.171 3.172
H157 -4.335 -4.434 4.036
H158 -4.062 -5.661 1.772
H159 -4.759 -4.214 1.036
H160 -3.178 -4.100 1.876
H161 -7.476 -5.452 4.891
H162 -6.393 -4.111 5.213
H163 -5.648 -7.082 5.163
H164 -5.548 -5.875 6.617
H165 -4.450 -5.770 5.299
C67 -0.287 -6.322 -3.923
C68 0.622 -6.111 -2.721
N12 0.272 -4.970 -1.904
C69 -1.171 -4.927 -1.401
C70 -1.603 -6.149 -0.635
C71 1.268 -4.698 -0.825
C72 2.558 -4.144 -1.438
H166 -1.315 -6.480 -3.544
H167 0.005 -7.225 -4.481
H168 -0.257 -5.493 -4.617
H169 0.554 -7.034 -2.140
H170 1.668 -6.019 -2.995
H171 -1.792 -4.802 -2.296
H172 -1.254 -4.069 -0.751
H173 -0.875 -6.224 0.211
H174 -1.555 -7.093 -1.190
H175 -2.594 -6.084 -0.269
H176 0.839 -3.957 -0.102
H177 1.448 -5.590 -0.212
H178 3.321 -4.084 -0.695
H179 2.920 -4.810 -2.222
H180 2.374 -3.201 -1.970
C73 1.330 1.943 -7.813
C74 1.849 0.803 -6.940
N13 3.222 0.989 -6.402
C75 3.426 0.143 -5.202
C76 3.354 -1.354 -5.463
C77 4.218 0.954 -7.435
C78 5.636 1.064 -6.871
H181 1.645 1.839 -8.882
H182 1.633 2.850 -7.339
H183 0.234 1.828 -7.836
H184 1.220 0.790 -6.070
H185 1.768 -0.172 -7.439
H186 4.376 0.354 -4.753
H187 2.632 0.350 -4.513
H188 3.392 -1.950 -4.540
H189 2.384 -1.638 -5.879
H190 4.171 -1.629 -6.145
H191 3.978 1.754 -8.158
H192 4.096 0.028 -8.069
H193 6.435 1.048 -7.620
H194 5.914 0.179 -6.259
H195 5.698 1.931 -6.186

Molecular weight: 1315.5 g mol⁻¹
E_LUMO: 0.659 eV
E_HOMO: -7.968 eV
Frontier orbital gap: 8.63 eV
ΔE to the lowest compared entry with this formula, charge and spin: 342.33 kJ/mol
2S+1: 1
DFT total energy: -3800.41904 Ha

3.
Below is a structure of composition C37H46HfN5O4, with properties calculated with ωB97M-V/def2-TZVPD.

Atoms and positions in Å:
Hf1 -0.491 -0.242 -0.323
C1 0.253 -2.444 -3.123
N1 0.045 -2.648 -1.671
C2 -0.869 -3.779 -1.493
C3 1.339 -2.856 -1.052
C4 1.839 -4.099 -0.717
C5 3.060 -4.201 -0.048
C6 3.741 -3.052 0.312
C7 3.233 -1.798 -0.026
C8 2.056 -1.690 -0.749
N2 1.423 -0.488 -1.127
C9 2.098 0.559 -1.768
C10 3.480 0.691 -1.899
C11 4.030 1.730 -2.635
C12 3.219 2.674 -3.244
C13 1.843 2.560 -3.106
C14 1.292 1.524 -2.370
N3 -0.171 1.382 -2.232
C15 -0.727 0.907 -3.528
C16 -0.741 2.735 -1.953
H1 0.624 -3.365 -3.582
H2 -0.693 -2.173 -3.590
H3 0.983 -1.656 -3.278
H4 -0.504 -4.675 -2.005
H5 -1.006 -3.994 -0.436
H6 -1.834 -3.522 -1.918
H7 1.293 -4.996 -0.973
H8 3.461 -5.178 0.194
H9 4.677 -3.118 0.854
H10 3.737 -0.902 0.306
H11 4.137 -0.045 -1.466
H12 5.107 1.792 -2.734
H13 3.645 3.487 -3.818
H14 1.202 3.289 -3.584
H15 -0.654 1.702 -4.271
H16 -0.153 0.055 -3.875
H17 -1.767 0.628 -3.399
H18 -0.675 3.351 -2.849
H19 -1.780 2.637 -1.682
H20 -0.195 3.200 -1.143
C17 -2.791 0.262 0.634
C18 -2.752 -0.885 -0.252
C19 -3.224 -0.391 -1.542
C20 -3.472 0.957 -1.453
C21 -3.165 1.366 -0.094
C22 -3.269 2.753 0.447
C23 -4.049 1.846 -2.516
C24 -3.545 -1.272 -2.709
C25 -3.332 -2.199 0.250
C26 -2.622 0.223 2.128
H21 -2.363 3.020 0.997
H22 -4.105 2.839 1.147
H23 -3.424 3.496 -0.337
H24 -5.122 1.997 -2.372
H25 -3.920 1.424 -3.514
H26 -3.597 2.840 -2.528
H27 -2.793 -2.045 -2.870
H28 -3.640 -0.712 -3.640
H29 -4.497 -1.786 -2.548
H30 -2.793 -2.610 1.102
H31 -3.342 -2.960 -0.531
H32 -4.372 -2.052 0.558
H33 -1.857 -0.479 2.462
H34 -3.553 -0.092 2.609
H35 -2.362 1.206 2.527
O1 0.816 0.084 1.597
C27 0.535 1.309 1.547
O2 -0.238 1.665 0.570
C28 1.028 2.295 2.504
C29 1.889 1.886 3.512
C30 2.391 2.799 4.443
C31 1.981 4.101 4.300
O3 2.326 5.156 5.070
C32 1.644 6.304 4.527
O4 0.900 5.847 3.388
C33 1.124 4.509 3.292
C34 0.625 3.638 2.371
H36 2.176 0.844 3.566
H37 3.068 2.504 5.233
H38 2.380 7.036 4.210
H39 0.960 6.699 5.272
H40 -0.037 3.954 1.576
C35 1.842 -3.037 3.559
N4 0.763 -3.574 2.716
C36 0.579 -5.027 2.634
C37 0.159 -2.779 1.873
N5 -0.402 -2.070 1.153
H41 1.662 -3.327 4.592
H42 1.849 -1.954 3.476
H43 2.799 -3.433 3.219
H44 0.419 -5.420 3.636
H45 1.459 -5.490 2.190
H46 -0.293 -5.248 2.025

Molecular weight: 803.3 g mol⁻¹
E_LUMO: -2.175 eV
E_HOMO: -9.817 eV
Frontier orbital gap: 7.64 eV
ΔE to the lowest compared entry with this formula, charge and spin: 112.97 kJ/mol
2S+1: 1
DFT total energy: -2060.18232 Ha
Net charge: +1